1.
Density functional theory data (ωB97M-V with the def2-TZVPD basis set) for 40 unconnected molecules or ions with the total composition H80O40 in a non-equilibrium geometry.

Geometry as XYZ:
```
120
Properties=species:S:1:pos:R:3:forces:R:3:lowdin_charge:R:1
H -2.712 0.693 5.571 0.85 -3.20 1.62 0.114
H -2.810 -0.858 5.431 -0.83 -1.18 -1.07 -0.063
O -2.471 -0.232 6.038 -0.10 4.55 -0.40 -0.104
H -1.946 -1.188 -4.000 0.03 -0.61 0.39 0.021
H -1.354 -2.274 -3.001 0.16 0.53 -0.70 -0.026
O -1.996 -2.115 -3.717 -0.86 0.01 -0.42 -0.070
H -0.699 2.202 1.635 -0.89 -2.00 -1.66 -0.046
H -0.005 3.114 2.253 -0.23 0.88 1.29 0.037
O -0.878 2.702 2.401 1.18 1.30 0.54 -0.027
H 6.262 0.216 -2.760 -1.13 0.12 0.18 0.053
H 4.619 0.253 -2.471 2.36 -0.67 -0.75 0.058
O 5.393 -0.188 -2.957 -1.16 0.52 0.76 -0.085
H 5.127 -1.922 -0.676 0.98 1.22 0.07 0.030
H 3.735 -1.821 0.166 1.16 0.19 -0.06 0.021
O 4.289 -2.286 -0.480 -1.75 -1.55 -1.06 -0.053
H 2.891 -4.750 0.770 -0.51 -0.48 -0.59 -0.028
O 3.725 -4.437 1.095 2.84 1.44 -1.23 -0.113
H 4.591 3.700 0.511 -1.97 1.93 0.97 -0.022
O 5.194 3.177 0.068 2.47 -2.20 -1.90 -0.024
H -1.367 5.460 -3.466 -0.36 -0.34 -0.21 0.085
H -0.754 4.019 -3.321 -0.72 -1.76 -0.77 0.033
O -0.670 4.918 -3.097 0.06 1.78 1.28 0.011
H 1.653 -0.756 5.500 0.26 0.34 -0.96 0.076
H 0.912 0.174 4.555 0.81 -0.44 -0.03 0.052
O 1.692 -0.429 4.569 -1.23 0.04 1.31 -0.063
H 2.532 -1.921 1.656 -2.36 0.20 -0.67 0.001
H 2.003 -2.062 2.835 -1.06 -0.08 1.69 0.000
O 1.573 -1.940 1.993 1.80 -0.60 -0.83 -0.115
H 3.090 -3.376 -2.000 -0.74 0.59 1.42 0.029
H 3.085 -3.649 -3.327 -1.93 0.09 -0.05 0.112
O 2.367 -3.487 -2.641 3.61 -1.03 -1.37 -0.073
H -4.278 -1.559 2.763 2.08 -0.11 -1.96 -0.069
O -4.952 -1.480 3.387 -2.56 -1.89 1.99 -0.068
H -0.482 0.423 -3.792 0.17 0.68 0.32 0.056
H -1.684 0.738 -2.864 0.67 0.56 -0.59 0.057
O -0.795 1.116 -3.180 -4.16 -0.97 -0.85 -0.090
H -3.453 -1.000 0.683 0.66 0.17 0.45 0.034
H -2.149 -0.879 1.560 0.47 0.72 0.02 0.017
O -2.871 -1.447 1.346 -1.14 -0.84 -0.58 -0.055
H -3.092 -0.989 -2.119 -0.43 -1.57 -0.25 -0.014
H -4.075 0.160 -2.444 0.51 -0.65 0.08 0.069
O -3.177 -0.060 -2.150 0.80 3.23 -0.33 -0.055
H 2.110 -0.176 -3.331 -0.37 -0.71 0.90 -0.010
H 3.189 0.681 -3.878 1.35 0.78 -0.12 -0.013
O 2.356 0.312 -4.090 -0.36 -0.59 -2.40 -0.020
H 1.977 5.929 2.629 -0.05 0.83 -0.98 0.033
H 2.346 4.434 2.475 0.44 -1.93 -2.96 -0.040
O 2.195 5.119 3.046 -0.39 1.28 3.57 0.026
H 1.221 1.045 0.551 0.22 0.31 -0.19 0.005
H -0.326 0.933 0.394 2.14 -1.10 0.88 0.074
O 0.486 0.514 0.869 -2.72 0.91 -0.92 -0.068
H 0.239 1.299 -1.945 0.56 1.77 -0.25 0.006
O 1.143 1.025 -2.173 -0.24 -2.50 3.30 -0.149
H 2.652 2.880 3.212 -0.49 3.90 0.92 -0.045
H 1.839 1.620 2.989 -2.98 -0.95 -0.29 -0.027
O 2.661 1.994 3.091 3.62 -3.17 -0.55 0.051
H 2.933 5.985 -1.400 0.53 0.28 -0.72 0.052
O 2.179 5.412 -1.411 -0.92 -0.89 0.72 -0.045
H -1.555 2.488 -1.378 1.21 -0.28 -2.59 -0.025
H -1.888 3.635 -0.423 0.10 0.03 -0.49 0.038
O -1.974 2.695 -0.591 -1.42 0.10 2.90 0.020
H -1.953 -3.489 -1.302 -0.09 -0.35 -1.22 0.057
H -2.231 -3.256 0.049 0.06 0.75 2.22 0.004
O -2.717 -3.445 -0.729 0.21 -0.11 -0.93 -0.006
H 2.558 -6.115 -1.232 0.32 -0.09 -1.79 0.013
H 1.462 -6.706 -0.312 0.27 0.21 -0.25 0.070
O 2.253 -6.149 -0.354 -0.99 -0.30 1.83 -0.027
H 0.734 0.696 -5.904 0.83 0.36 0.30 -0.015
H -0.385 -0.077 -6.485 0.62 1.09 -0.80 0.057
O 0.202 0.698 -6.700 -1.29 -1.49 0.56 -0.066
H 0.853 -2.730 -3.198 -0.77 0.72 0.76 0.073
H 0.659 -2.343 -1.764 0.24 -0.10 0.56 0.055
O 0.251 -2.196 -2.613 0.54 0.00 -0.45 -0.066
H -5.553 -1.876 -1.134 1.09 -0.03 -0.81 0.089
H -4.111 -2.332 -1.086 1.49 -1.38 1.19 -0.044
O -4.719 -1.937 -1.667 -3.54 0.63 -0.37 -0.052
H 4.564 -1.590 2.364 0.58 -0.04 0.24 0.093
H 4.125 -0.177 1.820 0.19 0.52 0.41 0.081
O 3.911 -1.105 1.870 0.32 0.14 -0.28 -0.024
H 0.076 5.570 1.505 -0.47 -0.71 0.35 0.023
H -0.965 4.613 0.753 -0.73 -1.80 1.30 -0.041
O -0.444 5.373 0.726 1.20 2.58 -1.33 -0.007
H -2.276 -2.287 4.069 0.23 -0.22 0.38 -0.021
H -2.847 -3.184 5.306 0.92 -0.72 0.79 0.068
O -3.022 -2.635 4.567 -1.46 0.31 -0.25 -0.061
H -4.772 0.697 1.221 0.40 0.40 -1.78 0.079
H -4.271 1.104 -0.310 0.30 1.04 -0.07 0.009
O -4.447 0.422 0.318 -0.93 -1.20 1.97 -0.059
H 1.447 4.325 -4.579 0.88 -0.31 -0.52 0.028
O 1.590 5.219 -4.257 -0.73 -0.15 0.21 -0.086
H 3.950 3.246 -2.773 0.01 0.12 -0.08 0.042
H 2.572 2.649 -2.849 -0.87 -0.64 0.36 -0.012
O 3.211 3.109 -3.375 0.94 0.11 -0.24 -0.018
H 0.714 0.107 -2.043 2.16 0.79 -0.55 0.084
H 4.307 -4.143 0.283 -2.16 -0.83 2.42 0.071
H 2.037 4.956 -2.265 0.62 1.01 -0.34 0.022
H 5.490 3.569 -0.771 -0.44 0.18 0.85 0.049
H -4.997 -2.440 3.731 0.01 2.61 -0.50 0.091
H 0.695 5.299 -3.854 0.60 0.76 -0.06 -0.021
O -4.686 2.886 -2.681 0.01 -0.15 0.09 -0.043
H -4.470 3.653 -2.144 0.07 0.09 0.01 0.034
H -5.232 2.350 -2.098 -0.17 0.04 -0.08 0.028
O -0.506 -5.404 4.301 0.61 -0.26 1.13 -0.058
H -0.636 -4.609 4.839 -0.08 -0.33 -0.62 0.019
H -0.862 -5.257 3.429 -0.51 0.51 -0.36 -0.008
O 2.056 2.951 -0.415 -1.38 -2.27 2.50 -0.045
H 2.431 2.186 -0.840 0.35 0.32 -0.72 0.006
H 2.213 3.819 -0.712 0.80 1.92 -1.22 -0.054
O -2.257 -6.055 0.240 -1.52 -2.84 1.12 -0.077
H -2.976 -6.320 0.898 1.63 0.57 -1.40 0.079
H -2.182 -5.137 0.366 -0.09 1.64 0.31 -0.068
O -2.295 -4.108 2.451 -0.23 2.27 0.02 -0.087
H -1.836 -3.219 2.369 -0.27 -1.51 -0.26 0.049
H -3.099 -3.737 2.905 0.79 -1.02 -0.38 0.054
O -1.271 -1.140 3.484 2.99 -0.15 0.73 -0.090
H -0.625 -1.559 4.148 -1.13 1.05 -1.26 0.110
H -0.618 -0.657 2.917 -0.52 -0.56 0.24 0.065
O -3.764 1.672 3.121 -0.46 -2.74 -0.44 -0.081
H -3.926 0.653 3.133 0.41 2.50 0.26 0.056
H -3.259 1.814 2.305 0.06 0.06 0.43 0.008
```
Positions in Å, forces in eV/Å.

For the LUMO energy, the calculation gives -0.0245 hartree. The energy relative to the best compared isomer or geometry (same formula, charge and spin) comes out at 12.1744 eV. The total energy is -83193.64105 eV.

2.
Density functional theory data (ωB97M-V with the def2-TZVPD basis set) for 40 unconnected molecules or ions with the total composition H80O40 in a non-equilibrium geometry.

Geometry as XYZ:
```
120
Properties=species:S:1:pos:R:3:forces:R:3:lowdin_charge:R:1
H -1.771 -4.860 -4.655 -0.88 0.80 0.06 0.044
H -1.947 -3.317 -5.322 -0.61 -0.84 0.81 0.034
O -1.440 -4.124 -5.172 1.62 -0.02 -0.99 -0.057
H 1.132 -1.286 2.545 -0.77 -0.11 0.67 0.034
H 1.402 -2.688 2.298 -0.74 -0.66 0.42 -0.009
O 0.761 -2.155 2.812 0.06 1.26 -1.37 -0.098
H -3.081 0.511 -4.922 -0.05 -0.13 -0.36 0.036
H -3.959 -0.568 -5.453 0.27 -0.32 -0.23 0.023
O -3.124 -0.121 -5.665 -0.55 0.46 0.71 -0.065
H 4.747 3.759 -0.234 0.13 1.12 0.67 0.017
H 4.649 4.829 -1.230 0.17 0.59 0.09 0.029
O 4.908 4.734 -0.302 -0.11 -1.29 -0.76 -0.073
H -2.832 0.124 0.893 0.01 -0.10 -0.47 0.029
H -3.524 -0.875 -0.112 -1.00 0.46 -0.63 -0.021
O -2.913 -0.783 0.597 0.21 -1.27 1.83 -0.051
H -1.511 4.218 3.494 0.10 0.36 0.80 0.051
O -2.019 4.490 2.741 -0.46 0.33 -1.01 -0.025
H 1.391 5.006 -2.692 -0.48 -0.14 -0.52 0.046
O 2.287 4.679 -2.721 0.80 0.22 0.52 -0.027
H -0.586 -0.655 0.264 0.05 -0.36 0.05 0.036
H -0.287 0.326 -0.925 0.02 -0.11 1.04 0.028
O -0.883 0.144 -0.168 1.03 0.98 -1.50 -0.071
H -3.300 4.429 -3.141 -0.66 -0.66 -0.93 0.031
H -4.944 4.254 -2.784 0.10 -0.61 -1.21 0.035
O -4.068 4.565 -2.598 0.51 1.19 2.17 -0.038
H -4.141 2.731 -0.736 0.01 0.64 -0.11 0.029
H -3.814 1.701 0.331 -0.37 0.12 -0.34 0.020
O -3.952 1.804 -0.631 0.20 -0.35 0.17 -0.046
H -4.397 0.915 2.666 -0.30 -0.62 -0.61 0.046
H -4.676 -0.349 1.762 0.47 -0.24 0.03 -0.028
O -4.971 0.535 1.973 -0.27 1.14 0.58 -0.076
H -3.621 -2.327 -1.407 0.26 -0.97 0.38 0.010
O -4.477 -1.925 -1.473 0.00 0.71 -0.13 -0.083
H 1.280 -4.107 -4.298 0.23 -0.10 0.42 0.054
H 0.275 -3.196 -3.758 0.09 -0.08 0.58 0.025
O 1.067 -3.682 -3.451 -0.33 0.14 -0.99 -0.074
H -5.369 -1.630 -3.789 -0.06 0.42 0.09 0.049
H -4.815 -2.979 -3.926 0.30 0.00 -0.29 0.065
O -4.741 -2.109 -4.342 -0.41 -0.34 0.19 -0.053
H -2.207 -2.477 -2.156 0.18 0.41 -0.54 0.033
H -2.865 -1.762 -3.413 -0.31 -0.10 0.29 -0.005
O -2.073 -2.191 -3.069 1.10 -0.79 -0.17 -0.052
H 2.668 -2.251 -0.960 -0.29 -0.33 0.03 0.032
H 3.662 -2.112 0.209 -0.34 -0.74 0.40 -0.020
O 3.347 -1.693 -0.589 0.65 1.21 -0.52 -0.051
H 4.207 2.335 3.958 -0.44 0.14 0.17 -0.001
H 5.566 1.658 3.761 -1.75 -0.70 1.19 0.016
O 4.691 1.567 4.276 1.32 0.10 -0.36 -0.100
H 3.113 -2.626 2.431 0.11 -0.49 0.04 0.047
H 3.246 -4.082 1.875 0.40 -0.47 0.21 0.066
O 2.829 -3.241 1.721 0.21 0.88 0.00 -0.048
H -0.027 -5.033 3.469 0.09 -0.06 0.25 0.013
O -0.082 -5.857 2.973 0.01 0.34 0.09 -0.054
H 5.949 2.775 2.469 -0.14 -0.04 -0.77 0.076
H 5.753 1.402 1.687 -0.26 0.26 -0.11 0.043
O 6.272 1.876 2.334 1.29 0.29 -0.07 -0.016
H 0.662 -3.521 5.809 -0.30 0.28 -0.33 0.031
O 1.061 -2.854 5.239 0.12 0.09 0.65 -0.088
H -3.339 0.845 -1.899 0.00 -0.42 -0.17 0.032
H -2.069 0.134 -2.398 -0.42 -0.49 0.11 0.057
O -3.037 0.105 -2.494 0.13 1.65 0.10 -0.089
H 4.065 1.164 -4.010 0.34 -1.14 1.23 0.066
H 2.844 1.687 -4.074 -1.66 -0.04 0.48 0.028
O 3.243 1.038 -3.476 1.31 1.13 -1.84 -0.061
H 5.908 -3.136 0.213 0.28 0.18 -0.55 0.007
H 5.265 -4.508 -0.267 0.27 0.47 -0.19 0.057
O 5.446 -3.923 0.476 -0.44 -0.74 0.79 -0.030
H -6.772 -1.077 -0.986 0.35 -0.04 0.04 0.033
H -6.935 0.408 -0.938 0.24 0.11 -0.08 0.049
O -6.418 -0.273 -1.386 -0.70 0.18 -0.01 -0.058
H -1.346 -0.123 -5.004 0.21 0.17 -0.31 -0.024
H -0.074 -0.722 -5.483 0.24 0.41 -0.03 0.029
O -0.445 0.145 -5.251 0.12 -0.67 0.29 -0.073
H 1.816 5.040 -0.621 0.03 -0.15 0.09 0.015
H 2.709 5.486 0.474 0.69 -0.03 0.41 0.049
O 2.076 4.797 0.277 -0.98 0.12 -0.58 -0.053
H 5.749 -0.211 -0.679 -0.14 -0.07 -0.20 0.013
H 6.490 -1.475 -1.013 0.00 -0.16 -0.26 0.016
O 6.639 -0.549 -0.821 -0.02 0.19 0.28 -0.040
H 3.194 -2.211 -5.348 0.02 0.22 0.31 0.030
H 2.589 -0.769 -5.200 0.17 -0.63 0.06 0.017
O 2.607 -1.569 -5.752 -0.29 0.47 -0.24 -0.060
H -1.485 -1.426 6.252 0.04 0.10 0.01 0.046
H -1.211 0.051 5.993 0.31 0.19 0.00 0.046
O -1.919 -0.590 6.044 -0.25 -0.24 -0.01 -0.039
H -5.465 -1.849 2.194 0.48 -0.89 -0.68 0.023
H -5.560 -2.602 0.692 1.23 -0.10 0.29 0.017
O -5.955 -2.104 1.398 -1.76 0.69 0.48 -0.048
H 0.540 -4.659 -1.798 -0.42 0.23 -0.18 -0.001
O -0.127 -4.746 -1.099 0.16 -0.22 0.49 -0.065
H 1.875 4.597 3.210 0.79 0.44 0.53 0.055
H 2.183 3.622 2.249 0.90 -0.18 -0.71 -0.011
O 2.666 4.100 2.933 -1.42 0.05 0.27 -0.040
H -0.078 -5.522 2.073 -0.03 -0.18 -0.42 0.025
H -2.498 5.325 2.857 0.71 -0.21 0.53 0.077
H 0.456 -2.473 4.570 0.41 -0.64 0.12 0.000
H 2.321 3.851 -3.204 -0.45 -0.10 -0.09 0.034
H -4.153 -1.051 -1.825 -0.78 -0.48 0.07 0.015
H -0.972 -4.503 -1.483 0.17 -0.01 -0.23 0.010
O -3.999 3.026 1.905 0.59 0.36 0.32 -0.075
H -3.479 3.644 2.480 -0.66 -0.69 -0.77 0.013
H -4.945 3.150 1.977 -0.13 0.11 0.29 0.052
O 1.644 1.070 1.734 -0.67 -0.75 0.85 -0.036
H 1.705 2.022 1.789 0.14 -0.19 -0.35 -0.008
H 2.190 0.804 0.996 -0.09 0.18 -0.20 0.012
O 1.930 2.496 5.852 -0.09 -0.43 -0.21 -0.057
H 1.472 3.003 5.173 0.20 -0.11 -0.01 0.008
H 2.258 1.705 5.389 -0.04 0.49 0.18 0.028
O 3.363 2.424 0.284 0.16 1.20 2.26 -0.041
H 3.950 1.687 0.348 0.01 -0.70 -1.52 0.045
H 2.932 2.818 -0.462 0.39 -0.62 -1.04 0.032
O -3.454 -1.597 3.777 -0.96 0.77 -0.19 -0.043
H -3.028 -1.028 4.436 0.25 -0.47 0.06 0.004
H -2.982 -2.414 3.694 0.59 -0.35 0.08 0.029
O 3.164 -1.012 3.619 0.79 -0.23 -0.26 -0.046
H 4.084 -0.783 3.442 0.01 0.36 -0.19 0.045
H 3.132 -0.805 4.555 -0.45 -0.20 0.31 0.054
O 0.361 2.180 -1.689 0.99 -0.26 -0.31 -0.028
H -0.525 2.471 -1.892 -0.22 0.54 0.25 0.045
H 0.894 2.886 -1.293 -0.83 -0.14 -0.05 0.018
```
Positions in Å, forces in eV/Å.

For the LUMO energy, the calculation gives -0.0284 hartree. The energy relative to the best compared isomer or geometry (same formula, charge and spin) comes out at 9.2505 eV. The total energy is -83196.56496 eV.

Which value of energy relative to the best compared isomer or geometry (same formula, charge and spin) does entry 2 give?
9.2505 eV

What is the formula in the first record?
H80O40

Number 2 is which compound?
H80O40

Which of these has the highest total energy?
number 1